Record 1
DFT (the ωB97M-V functional and the def2-TZVPD basis) results for a cluster of 2 separate species, C5H13NO2 in total.

```
21
Properties=species:S:1:pos:R:3:forces:R:3:lowdin_charge:R:1
N -1.01455 0.18537 1.07594 1.873 1.991 0.584 0.222
C 0.11462 -0.47621 1.72168 -0.550 -1.120 0.045 -0.114
C 1.30453 0.42417 1.34681 -0.617 -1.449 -0.523 -0.109
C 0.99520 0.81299 -0.09619 -0.493 0.171 0.776 -0.102
C -0.54498 0.95664 -0.07250 0.026 -0.271 -0.765 -0.239
C -1.10311 0.56174 -1.47574 -0.158 0.177 -0.713 -0.187
O -0.68601 1.56704 -2.36063 -0.145 0.033 0.094 -0.012
H -1.50536 0.81600 1.71496 -1.055 -0.802 -0.109 0.185
H 0.14832 -1.50708 1.32436 0.553 0.323 -0.058 0.115
H -0.02646 -0.60526 2.79134 -0.329 0.216 0.048 0.143
H 2.22944 -0.12328 1.50332 0.142 0.279 0.065 0.138
H 1.17084 1.25311 1.99953 0.593 0.931 0.515 0.117
H 1.46182 1.76264 -0.34154 0.018 -0.094 -0.344 0.136
H 1.26660 0.02433 -0.79369 0.241 0.043 -0.068 0.123
H -0.87695 1.98802 0.06840 -0.085 -0.016 0.088 0.175
H -0.72540 -0.41856 -1.76794 0.109 -0.140 0.145 0.128
H -2.18679 0.52826 -1.55297 -0.112 0.070 0.466 0.135
H 0.13484 1.35130 -2.81094 0.072 -0.139 0.015 0.110
H 1.25624 -3.11568 -0.63619 0.225 -0.230 -0.068 0.053
H -0.08004 -2.72798 -0.05974 -0.264 -0.375 -0.214 0.019
O 0.70954 -3.23592 0.14623 -0.044 0.402 0.021 -0.035
```
Positions in Å, forces in eV/Å.

2S+1 = 2
HOMO level (alpha / beta) = -15.048 / -14.957 eV
charge = +1
gap between HOMO and LUMO (alpha / beta) = 11.8 / 6.7 eV
LUMO (alpha / beta) = -3.23 / -8.23 eV
expectation value of S² = 0.754

Record 2
DFT (the ωB97M-V functional and the def2-TZVPD basis) results for a cluster of 2 separate species, C5H13NO2P in total.

```
22
Properties=species:S:1:pos:R:3:forces:R:3:lowdin_charge:R:1
C 0.62259 0.36645 0.58293 -1.323 0.517 0.611 0.046
C -0.61638 -0.13241 2.52552 -6.232 0.264 -0.437 0.021
C -3.08923 0.63961 1.07769 0.898 -2.709 -0.371 -0.026
C 1.82961 -1.54438 -0.26796 2.717 2.467 -3.371 0.074
C -0.64392 0.21271 1.05288 -0.294 -0.902 -0.655 -0.267
N -1.80871 0.30215 0.36534 0.700 0.127 2.315 0.005
O 1.11787 0.20530 -2.95918 1.718 -0.228 1.115 -0.454
O 1.67433 -0.14547 0.23794 0.810 -0.179 -1.006 0.031
P 2.77886 0.55938 -3.02116 0.475 0.925 1.602 0.756
H -1.49264 0.34186 3.17542 2.215 -0.196 -1.463 0.147
H 0.27303 -0.03719 2.95074 3.773 0.651 1.931 0.039
H -0.97210 -1.15210 2.61044 0.306 -0.622 -0.305 0.107
H -3.60944 1.09305 0.28814 -1.256 1.110 -0.515 0.059
H -3.69395 -0.38276 1.29786 1.515 2.624 0.294 0.150
H -2.77471 1.35676 1.86660 -1.090 -0.815 -0.294 0.099
H 2.27752 -1.45786 -1.39105 -0.752 -0.175 3.133 0.109
H 0.95672 -2.02782 -0.30590 -3.788 -1.417 -0.174 0.055
H 2.40489 -1.98515 0.46614 1.825 -0.944 1.036 0.083
H 0.80663 0.56162 -3.75433 -1.593 0.775 -1.839 -0.015
H -1.81800 0.09782 -0.60442 0.006 0.101 -0.763 0.138
H 2.79372 1.71038 -2.03064 0.003 -1.098 -1.223 -0.065
H 2.98332 1.41803 -4.16300 -0.633 -0.277 0.379 -0.094
```
Positions in Å, forces in eV/Å.

HOMO level = -12.462 eV
charge = +1
gap between HOMO and LUMO = 8.4 eV
LUMO = -4.11 eV

Record 3
DFT (the ωB97M-V functional and the def2-TZVPD basis) results for a cluster of 2 separate species, C5H13NO2S in total.

```
22
Properties=species:S:1:pos:R:3:forces:R:3:lowdin_charge:R:1
O -2.91101 2.47875 0.52696 -0.123 -0.467 -0.011 0.028
C -2.06354 1.91397 1.17565 0.618 1.820 -1.119 -0.225
C -0.62162 1.83257 0.59730 -0.720 -0.252 0.053 -0.189
N 0.27957 0.98169 1.32563 -0.385 0.397 -0.233 -0.087
C 0.69949 -0.24050 0.64496 -0.417 -0.184 0.338 -0.251
C 1.61185 -0.08618 -0.54972 2.656 1.038 0.886 -0.305
C 2.04478 -1.31821 -1.31872 -1.755 0.135 -1.365 -0.496
S 0.64561 -1.85939 -2.46443 0.017 -0.577 0.270 0.644
H -2.29160 1.67568 2.20740 0.265 -0.777 0.655 0.108
H -0.76567 1.38595 -0.39041 -0.103 0.343 -0.177 0.108
H -0.28153 2.88199 0.43930 -0.184 -0.637 0.192 0.137
H 1.00319 1.47884 1.81745 0.213 -0.124 -0.135 0.107
H 1.16010 -0.76161 1.48491 -0.077 -0.985 -0.518 0.121
H -0.20287 -0.72123 0.19146 0.496 -0.083 1.139 0.094
H 1.08890 0.64026 -1.17183 0.509 0.002 -0.510 0.086
H 2.64377 0.33598 -0.25992 -1.570 0.082 -0.021 0.134
H 2.79664 -1.07079 -2.04769 0.545 0.286 0.114 0.041
H 2.41833 -2.16564 -0.73323 -0.533 0.160 0.041 0.081
H -0.09851 -0.72965 -2.59807 0.618 -0.184 0.367 -0.150
O -2.01294 -2.18185 0.21166 -0.547 -0.040 0.122 -0.070
H -2.85078 -2.40536 -0.21487 0.244 -0.005 -0.223 0.044
H -2.29216 -2.06527 1.12622 0.233 0.053 0.136 0.039
```
Positions in Å, forces in eV/Å.

HOMO level = -8.672 eV
SMILES = O=CCNCCCS.O
gap between HOMO and LUMO = 9.3 eV
LUMO = 0.63 eV

Record 4
DFT (the ωB97M-V functional and the def2-TZVPD basis) results for a cluster of 2 separate species, C5H13NO3 in total.

```
22
Properties=species:S:1:pos:R:3:forces:R:3:lowdin_charge:R:1
C -1.46042 -0.32030 -1.67981 1.853 1.762 -2.073 0.025
C -0.56731 0.69183 -0.94207 3.072 -4.537 1.638 -0.525
O -0.71117 1.84581 -0.89582 -1.804 4.998 -0.598 0.069
N 0.59840 0.28289 -0.23817 1.557 0.128 -0.886 0.020
C 1.02175 -1.09733 -0.01054 -0.278 -1.205 -0.777 -0.226
C 0.64581 -1.49334 1.39839 0.639 -2.932 2.186 -0.190
C 1.59304 -0.84738 2.45622 -1.006 0.431 1.300 -0.258
O 1.86069 0.52368 2.13019 0.138 0.366 -0.449 -0.118
H -1.05853 -1.33279 -1.70699 -0.282 0.174 0.267 0.047
H -2.47426 -0.25098 -1.29766 -0.068 0.035 -0.429 0.086
H -1.28519 0.12180 -2.78361 -1.188 -1.109 2.256 0.149
H 1.35180 1.04001 -0.00126 -2.380 -1.859 -0.888 0.183
H 0.56488 -1.79212 -0.78802 0.266 0.934 1.109 0.113
H 2.11012 -1.34270 -0.13331 -0.687 1.010 -0.018 0.134
H 0.64191 -2.68600 1.55205 0.289 2.500 -0.403 0.152
H -0.34295 -1.21776 1.74406 -0.511 0.273 -0.708 0.096
H 2.49848 -1.43024 2.68403 0.230 0.618 -0.948 0.112
H 1.17311 -0.75642 3.49551 -0.434 -0.763 -0.920 0.117
H 1.01765 0.98817 1.90028 0.909 -0.919 0.565 0.098
O -2.70756 2.79201 -2.37343 -3.088 -0.137 -1.889 -0.019
H -1.99414 2.63575 -1.83847 2.940 -1.432 2.623 -0.080
H -2.47612 3.64541 -2.67157 -0.167 1.664 -0.957 0.015
```
Positions in Å, forces in eV/Å.

HOMO level = -9.590 eV
SMILES = CC(=O)NCCCO.O
gap between HOMO and LUMO = 10.3 eV
LUMO = 0.75 eV

Record 5
DFT (the ωB97M-V functional and the def2-TZVPD basis) results for a cluster of 2 separate species, C5H13NO3 in total.

```
22
Properties=species:S:1:pos:R:3:forces:R:3:lowdin_charge:R:1
C -0.46284 1.68249 0.98188 1.307 1.566 0.060 -0.383
C -0.73428 -1.43274 -0.93915 0.182 -0.082 -0.061 -0.389
C 1.56761 0.59073 0.90208 -2.489 -0.097 0.148 -0.013
C -0.06626 -0.93151 0.32570 -0.958 1.839 0.897 -0.192
C -0.05817 -2.66296 -1.54165 -0.081 0.192 0.027 -0.040
N -0.00436 2.64292 1.92910 0.059 0.104 -0.041 0.017
O 1.16061 -0.35972 0.04120 0.887 -0.072 -0.607 -0.154
O -0.51409 2.19590 -0.33591 -0.019 -0.307 0.063 -0.052
O -0.81257 -0.37039 -1.90277 0.056 -0.121 0.151 -0.045
H -0.80255 1.48213 -0.92960 0.026 0.029 0.033 0.058
H 0.09254 -0.17808 -2.18221 -0.043 -0.018 0.037 0.100
H -1.49489 1.46472 1.30024 0.211 -0.346 0.046 0.122
H -1.77218 -1.66923 -0.69148 0.052 0.015 0.013 0.148
H -0.66853 3.40645 2.03554 0.071 -0.058 0.002 0.073
H 0.89152 3.02752 1.65729 -0.045 0.031 0.030 0.065
H 2.38877 1.17482 0.50503 -0.105 0.167 0.087 0.097
H 1.54081 0.32793 1.95699 0.239 0.045 0.011 0.092
H -0.01916 -1.65385 1.14412 -0.055 -0.069 -0.026 0.137
H -0.57151 0.16267 0.81413 0.685 -2.819 -0.902 0.113
H -0.06773 -3.49290 -0.83419 -0.008 0.005 0.007 0.082
H -0.57510 -2.96879 -2.45173 0.022 0.002 0.029 0.081
H 0.98235 -2.43811 -1.78459 0.006 -0.005 -0.005 0.083
```
Positions in Å, forces in eV/Å.

HOMO level = -7.777 eV
gap between HOMO and LUMO = 8.5 eV
LUMO = 0.77 eV

Record 6
DFT (the ωB97M-V functional and the def2-TZVPD basis) results for the ion C5H13NO5P with charge -1.

```
25
Properties=species:S:1:pos:R:3:forces:R:3:lowdin_charge:R:1
C -0.17441 -3.14990 -0.26008 3.465 -1.055 -0.453 -0.076
C 0.27857 -1.78102 0.36207 -0.305 -1.018 1.911 -0.290
O -0.20847 -0.83586 -0.51782 0.903 3.211 -1.184 -0.153
C 0.49223 0.51408 -0.48280 -2.030 -0.234 0.765 -0.550
N 0.41840 1.02703 -1.83091 1.067 -2.071 -1.031 0.065
O -0.21795 1.38152 0.40564 1.482 -0.389 -0.183 -0.112
C -1.55673 1.56775 0.11986 -1.082 1.576 1.955 -0.282
C -2.30991 1.17890 1.41686 -1.974 -0.116 -3.453 -0.050
P 2.25988 0.58779 -0.00971 2.825 -0.615 0.644 0.288
O 2.99010 0.07891 -1.21129 -0.269 -0.362 0.208 -0.353
O 2.64758 0.15103 1.38353 -1.026 0.465 -1.037 -0.358
O 2.40911 2.22039 -0.14802 0.408 -0.775 -1.090 -0.156
H 0.60956 -4.08233 -0.17378 -1.828 2.424 0.170 0.117
H -1.14000 -3.51269 -0.07592 -1.411 -0.327 1.095 0.022
H -0.22832 -2.94240 -1.32314 0.359 0.007 -0.366 0.051
H 1.39900 -1.68988 0.44545 -1.175 -0.468 0.192 0.099
H -0.23114 -1.53945 1.38792 1.214 -0.885 -1.319 0.138
H 1.41429 1.42227 -2.00990 -2.302 -1.091 -0.161 0.094
H 0.34000 0.04609 -2.28658 0.563 2.469 -0.046 0.124
H -1.84941 2.59838 -0.19453 0.750 -0.080 0.530 0.119
H -1.86098 1.04271 -0.72282 -0.567 -1.658 -1.269 0.079
H -1.95465 0.24467 1.70821 0.534 -1.699 0.588 0.037
H -2.23075 1.84110 2.20668 0.435 1.594 1.430 0.038
H -3.39390 1.08102 1.14689 0.628 0.033 0.418 0.084
H 2.09789 2.54989 0.66420 -0.660 1.066 1.685 0.022
```
Positions in Å, forces in eV/Å.

HOMO level = -5.222 eV
charge = -1
SMILES = CCOC(N)(OCC)[P@](=O)([O-])O
gap between HOMO and LUMO = 8.8 eV
LUMO = 3.53 eV

The calculation returns the following relative energy (zero: lowest compared OMol25 entry of this formula, charge and spin) values, one per record and in order: 107.1, 573.9, 181.9, 207.7, 497.5, 111.8 kJ/mol.
The calculation returns the following DFT total energy values, one per record and in order: -10971.713, -20257.903, -21814.633, -13027.079, -13024.074, -26414.771 eV.